Density functional theory data (ωB97M-V/def2-TZVPD) for 2 unconnected molecules or ions with the total composition CH4NOP in a non-equilibrium geometry.

Output
E_HOMO (alpha / beta): -0.1924 / -0.4086 Ha
multiplicity: 3
frontier orbital gap (alpha / beta): 5.91 / 7.46 eV
strongest force on any atom: 4.11 eV/A
calculated total energy: -511.62191 a.u.

Atoms and positions in Å:
P 0.62852 1.32724 -0.08398
O 1.11650 -2.64704 -0.71910
N 0.48600 -0.34874 -0.39091
C 0.90658 -1.47147 -0.51641
H -1.23223 0.23585 1.48217
H -1.84067 -0.08001 1.81404
H -0.82594 1.40729 -0.08957
H 0.76125 1.57689 -1.49624

***

Density functional theory data (ωB97M-V/def2-TZVPD) for a molecular structure, C35H34GeMoN2O5.

Output
E_HOMO (alpha / beta): -0.4046 / -0.4427 Ha
multiplicity: 4
total charge: +1
frontier orbital gap (alpha / beta): 8.81 / 9.27 eV
strongest force on any atom: 0.62 eV/A
calculated total energy: -3984.83654 a.u.

Atoms and positions in Å:
Mo -0.09737 -0.01138 -2.36711
Ge -0.66053 1.03127 1.19133
O -2.24881 -1.21525 -0.61939
O 0.71147 -1.85178 -2.04536
O 2.59330 -2.20790 -0.89668
O -1.28259 -4.16925 -1.10876
O -0.28033 -0.34357 -0.06706
N 3.78312 1.53138 -1.14105
N 1.78024 1.04049 -1.88466
C 5.05260 1.39688 -0.44200
C -1.47693 2.40516 0.10662
C 1.95657 0.38832 2.18359
C 0.06565 -4.52038 -0.79585
C 2.22304 2.19149 -2.51707
C 1.39875 -2.36138 -1.04898
C -0.10353 0.33335 -4.62607
C 2.83388 3.00961 2.44026
C 3.46168 2.49953 -2.06324
C -0.10965 -5.61168 0.26080
C -1.17736 -1.39387 -0.11916
C -1.23256 4.13595 -1.56634
C 3.22229 0.64664 2.68559
C -1.67920 -3.81263 0.21564
C -1.91353 1.04480 -3.39957
C -3.79275 -0.89507 3.26414
C 1.56309 2.75014 1.94103
C 2.75449 0.68354 -1.06093
C -0.66960 3.19594 -0.71420
C -1.23169 0.02941 3.79725
C -1.31334 -5.04575 1.05527
C 3.65958 1.96004 2.81528
C -2.04595 -0.35912 -3.61201
C -3.05493 -0.29514 2.25503
C -3.25467 -1.03130 4.53702
C -0.72958 1.47305 -4.03942
C -0.93653 -0.79159 -4.37296
C -1.76218 0.17179 2.51241
C -3.42389 3.51913 -0.79075
C -2.85957 2.58283 0.06354
C -0.69630 -2.66962 0.50813
C 1.11594 1.43784 1.80654
C -2.61117 4.29226 -1.61003
C -1.97581 -0.56833 4.80518
C 0.61930 -3.24448 -0.09384
H -0.58151 -2.44836 1.57450
H -0.23307 0.38815 4.01718
H 0.78311 -5.76130 0.86594
H -3.48593 -0.21314 1.26581
H -1.06403 -4.78240 2.08358
H 5.25946 2.30064 0.12662
H 4.98306 0.55455 0.24025
H 1.63015 2.70939 -3.24751
H -0.71824 -1.81287 -4.64210
H 0.82616 0.32378 -5.17314
H 1.30883 -3.51948 0.70148
H 1.62750 -0.64091 2.07769
H 2.76600 -0.19937 -0.44673
H -0.59562 4.75323 -2.18801
H -3.05244 5.02635 -2.27154
H 0.91999 3.57840 1.66527
H -2.14246 -5.74906 1.08100
H -2.72356 -3.51811 0.22479
H 5.85153 1.21666 -1.15821
H -4.49759 3.65084 -0.81341
H -1.55720 -0.66972 5.79770
H 0.59460 -4.80285 -1.70176
H -0.37330 2.48948 -4.06712
H -3.83593 -1.49729 5.32182
H -2.59364 1.66702 -2.83620
H -2.83361 -0.98712 -3.22832
H 3.86456 -0.17276 2.98262
H 0.40840 3.08595 -0.68730
H 4.13538 3.29909 -2.31583
H -3.50588 1.99498 0.70362
H 3.17177 4.03196 2.55023
H -4.79122 -1.25669 3.05604
H 4.64386 2.16473 3.21696
H -0.36378 -6.55519 -0.21809

***

Density functional theory data (ωB97M-V/def2-TZVPD) for a molecular structure, C36H40P2V in a non-equilibrium geometry.

Output
E_HOMO (alpha / beta): -0.2389 / -0.2614 Ha
multiplicity: 4
frontier orbital gap (alpha / beta): 6.93 / 7.47 eV
strongest force on any atom: 3.18 eV/A
calculated total energy: -3022.18055 a.u.

Atoms and positions in Å:
V 0.11474 -0.06357 2.72192
P -0.16604 -1.83060 -1.93067
P 1.53996 0.73254 -2.00123
C -2.38244 -0.21850 3.76581
C -0.68290 -3.05773 -3.19614
C 3.61014 2.32475 -5.34092
C -2.64400 -2.83573 1.82787
C -0.22477 0.86221 -2.46103
C 3.46200 3.48676 0.30702
C -1.55408 -0.32660 4.85837
C 2.59675 0.21064 -5.99592
C -1.10405 -4.80509 -5.33168
C -0.97281 -0.24570 -2.36805
C -1.76849 -2.84246 -4.06274
C -1.64119 2.09305 5.47472
C 3.12898 2.36590 -0.45604
C -2.85486 0.97229 2.99062
C -1.97068 -3.72519 -5.13795
C 3.38195 1.33627 -6.31731
C 2.27930 1.04581 -3.69524
C -1.34613 -2.33017 -0.60099
C 3.05062 2.17639 -4.05701
C 2.06515 0.07586 -4.70611
C -3.01394 -3.53594 0.67362
C -2.32143 -3.34217 -0.53182
C 0.99064 3.34492 -1.01049
C -0.56930 2.41325 4.51258
C -0.10263 -5.07745 -4.39488
C 1.38970 0.12416 4.60394
C -1.02326 -1.59413 0.56212
C -1.51905 0.64303 6.00345
C -1.84254 1.93384 2.33007
C 2.55496 4.54752 0.40928
C 1.31707 4.47934 -0.24853
C 1.88733 2.28236 -1.12343
C -1.53985 -1.96924 1.77666
C 1.51403 -1.37734 2.24760
C 0.10927 -4.21778 -3.30792
C -0.62280 2.34581 3.16015
H 0.14279 2.87875 2.55137
H -3.47699 0.56553 2.18114
H 0.53034 -5.95161 -4.50108
H 4.43521 3.54425 0.81624
H -2.95301 -1.14319 3.54241
H -3.83687 -4.25344 0.72072
H 2.16870 -0.54338 1.91689
H -2.44143 -1.99303 -3.90733
H 4.22218 3.21399 -5.59366
H 1.18956 -1.99637 1.42319
H 1.04001 0.28248 5.66419
H -0.58436 1.82092 -2.85283
H 3.23356 2.96399 -3.32402
H -2.65112 2.22732 5.05424
H -3.18989 -2.97225 2.75845
H 0.61359 5.31360 -0.17169
H 2.81990 5.44362 0.99002
H 0.88314 -4.42755 -2.55952
H 2.40728 -0.56120 -6.75983
H -2.36249 0.37488 6.67104
H 2.00284 1.01875 4.34053
H -3.59456 1.56458 3.55112
H 3.82585 1.54133 -0.52762
H -2.44096 2.82579 2.04576
H -2.54204 -3.94299 -1.41696
H -1.59311 2.75536 6.32663
H -2.80554 -3.55076 -5.81909
H -0.27981 -0.78065 0.49297
H -1.21801 -5.44506 -6.21160
H -0.96226 -1.68437 2.68875
H -0.60338 0.49577 6.60944
H -1.07142 -1.31501 5.04821
H 3.79016 1.44656 -7.32233
H -1.52148 1.55615 1.33172
H -2.06555 -0.23927 -2.46560
H 0.02824 3.30295 -1.50526
H 2.07242 -0.74262 4.63113
H 0.37203 2.72907 4.95482
H 1.46984 -0.80984 -4.47230
H 1.82129 -1.91441 3.15006

***

Density functional theory data (ωB97M-V/def2-TZVPD) for 9 unconnected molecules or ions with the total composition C9H36N18O9 in a non-equilibrium geometry.

Output
E_HOMO: -0.3108 Ha
SMILES: NC(N)=O.NC(N)=O.NC(N)=O.NC(N)=O.NC(N)=O.NC(N)=O.NC(N)=O.NC(N)=O.NC(N)=O
frontier orbital gap: 8.78 eV
strongest force on any atom: 3.54 eV/A
calculated total energy: -2027.61751 a.u.

Atoms and positions in Å:
O -1.60002 -2.18143 4.33318
O 4.06143 -1.61208 -1.73808
O 2.12918 1.13736 4.24673
O -2.29109 1.45871 -2.87363
O 0.42442 -0.67694 -4.24099
O -0.56279 2.79038 3.53441
O -0.70419 -1.27249 0.82654
O -4.54095 -0.30140 4.18283
O 1.66356 -3.26276 -6.09318
N -2.85585 0.99250 3.34275
N 4.35868 -3.08855 -0.00354
N 0.60786 0.55915 -6.06868
N 2.15519 1.36244 1.98857
N -0.74411 4.87267 4.48106
N -0.20729 -0.55660 3.68428
N -0.85307 -0.74535 -1.38374
N -2.44035 0.37451 -4.92998
N -3.62802 2.16531 -4.52371
N -0.96047 0.82717 0.20169
N 3.98349 0.65251 3.05511
N -0.35745 -1.11527 5.88239
N 0.85665 3.42589 5.13273
N 2.37728 -2.24772 -0.40720
N -4.93629 1.79896 3.41899
N 0.43512 -5.12822 -5.72952
N 2.44121 0.18293 -4.85626
N 0.23380 -3.53000 -4.28883
C 0.94414 -3.94649 -5.35781
C -2.72757 1.31440 -4.01531
C 2.72447 1.03627 3.18126
C -0.78096 -1.32583 4.61773
C -4.12961 0.73154 3.69097
C -0.87942 -0.47581 -0.07212
C 3.64788 -2.22103 -0.76187
C 1.12856 -0.07519 -5.04291
C -0.16616 3.62981 4.32418
H 2.74913 -0.18390 -3.96731
H -1.57707 4.93379 3.91802
H -0.39064 0.43470 -6.05139
H -2.67789 1.98262 3.40125
H -1.05503 -1.69457 -1.65133
H 2.96009 0.85975 -5.38439
H 0.68379 -2.74896 -3.82824
H 4.21545 0.22716 2.17175
H 3.88225 -3.34233 0.84207
H -3.83167 2.31105 -5.49673
H 2.52446 1.08387 1.09455
H 4.44493 0.31674 3.88559
H 2.17509 -2.34657 0.57512
H -0.04724 -0.20109 6.16941
H -2.10853 0.36611 3.62067
H -1.21014 0.01404 -1.95092
H -2.98693 0.27960 -5.76945
H 1.22758 1.07324 -6.66777
H -0.75661 -1.72103 6.57961
H -0.05290 -5.51209 -4.94049
H 5.28675 -3.27151 -0.34658
H -0.48904 -3.97439 -3.75306
H -5.89800 1.53107 3.29147
H 1.25860 4.26296 5.52188
H -0.50984 5.58037 5.15306
H -4.64427 2.75482 3.50801
H 0.52909 0.01077 4.09074
H 0.90713 -5.66872 -6.43612
H -3.93392 2.88799 -3.89125
H 1.17617 1.60505 1.98642
H 1.40619 2.57695 5.06109
H -0.84166 1.20457 1.12732
H -0.94052 1.51938 -0.53116
H -0.25969 -0.67125 2.68318
H 1.80617 -1.60806 -0.94343
H -1.82853 -0.42149 -4.80967